# 1
{
  "formula": "C5H14N2",
  "method": "ωB97M-V/def2-TZVPD",
  "species": ["C", "N", "C", "C", "C", "C", "N", "H", "H", "H", "H", "H", "H", "H", "H", "H", "H", "H", "H", "H", "H"],
  "xyz": [[-2.822, -1.235, 0.964], [-1.671, -0.663, 0.862], [-0.624, -1.236, -0.027], [0.110, -0.237, -0.950], [0.875, 0.861, -0.208], [1.940, 0.393, 0.780], [1.647, 1.735, -1.228], [-3.646, -0.664, 1.381], [-2.926, -2.267, 0.648], [-1.732, 0.353, 0.936], [-1.085, -1.973, -0.679], [0.119, -1.761, 0.573], [-0.633, 0.223, -1.608], [0.805, -0.816, -1.559], [0.189, 1.550, 0.290], [1.503, -0.278, 1.515], [2.308, 1.244, 1.361], [2.800, -0.043, 0.270], [2.358, 1.102, -1.587], [1.163, 2.216, -1.986], [2.177, 2.408, -0.684]],
  "smiles": "C=[NH+]CC[C@@H](C)[NH3+]",
  "e_homo_ev": -20.5781,
  "mol_weight_g_mol": 102.2,
  "gap_ev": 11.88,
  "total_charge": 2,
  "de_lowest_kcal_mol": 9.4,
  "lumo_energy_ev": -8.702
}

# 2
{
  "formula": "C47H66OOsP3Si",
  "method": "ωB97M-V/def2-TZVPD",
  "species": ["Os", "C", "C", "C", "P", "C", "C", "C", "C", "C", "C", "C", "C", "C", "Si", "C", "C", "C", "C", "C", "C", "P", "C", "C", "C", "C", "C", "C", "C", "C", "C", "C", "C", "C", "P", "C", "C", "C", "C", "C", "C", "H", "H", "H", "H", "H", "H", "H", "H", "H", "H", "H", "H", "H", "H", "H", "H", "H", "H", "H", "H", "H", "H", "H", "H", "H", "H", "H", "H", "H", "H", "H", "H", "H", "H", "H", "H", "H", "H", "H", "H", "H", "H", "H", "H", "H", "H", "H", "H", "H", "H", "H", "H", "H", "H", "O", "C", "C", "C", "C", "C", "C", "C", "C", "C", "C", "C", "H", "H", "H", "H", "H", "H", "H", "H", "H", "H", "H", "H"],
  "xyz": [[0.628, -0.345, 0.192], [-2.658, 3.404, 0.394], [-3.019, 2.364, -0.667], [-4.253, 1.603, -0.187], [-1.573, 1.223, -1.078], [-0.765, 2.155, -2.496], [0.120, 1.191, -3.294], [0.001, 3.427, -2.057], [-2.446, -0.095, -2.020], [-3.255, 0.210, -3.114], [-3.948, -0.789, -3.779], [-3.861, -2.106, -3.347], [-3.062, -2.419, -2.259], [-2.342, -1.425, -1.596], [-1.275, -1.806, -0.087], [-0.890, -3.657, 0.113], [-1.832, -4.475, 0.741], [-1.544, -5.798, 1.041], [-0.294, -6.314, 0.739], [0.655, -5.518, 0.118], [0.368, -4.194, -0.213], [1.606, -3.089, -0.980], [1.675, -3.621, -2.770], [0.351, -3.273, -3.446], [2.033, -5.087, -2.988], [3.232, -3.689, -0.314], [4.360, -2.986, -1.083], [3.260, -3.397, 1.190], [-2.429, -1.321, 1.360], [-3.805, -1.517, 1.276], [-4.659, -1.031, 2.256], [-4.148, -0.278, 3.302], [-2.780, -0.064, 3.402], [-1.914, -0.620, 2.465], [-0.097, -0.492, 2.565], [0.309, 0.781, 3.864], [1.768, 1.241, 3.689], [0.039, 0.419, 5.325], [0.417, -2.183, 3.170], [-0.536, -2.808, 4.185], [1.866, -2.166, 3.668], [-3.546, 3.989, 0.641], [-1.899, 4.103, 0.051], [-2.305, 2.924, 1.309], [-3.249, 2.875, -1.607], [-4.051, 1.100, 0.758], [-4.606, 0.865, -0.905], [-5.061, 2.318, -0.017], [-1.583, 2.489, -3.139], [0.758, 0.596, -2.634], [0.762, 1.751, -3.978], [-0.483, 0.500, -3.883], [2.068, 2.866, -1.940], [-0.674, 4.071, -1.491], [0.262, 3.979, -2.963], [-3.357, 1.235, -3.453], [-4.569, -0.538, -4.629], [-4.413, -2.884, -3.857], [-2.992, -3.445, -1.915], [-2.801, -4.065, 1.001], [-2.290, -6.418, 1.523], [-0.054, -7.337, 1.001], [1.635, -5.933, -0.084], [2.461, -2.993, -3.201], [-0.446, -3.917, -3.070], [0.424, -3.421, -4.525], [0.072, -2.235, -3.262], [1.322, -5.746, -2.487], [3.039, -5.324, -2.641], [1.990, -5.307, -4.056], [3.321, -4.767, -0.465], [4.079, -1.973, -1.373], [4.622, -3.530, -1.990], [5.256, -2.913, -0.465], [2.960, -2.363, 1.386], [4.261, -3.542, 1.599], [2.571, -4.054, 1.723], [-4.219, -2.038, 0.419], [-5.725, -1.203, 2.182], [-4.813, 0.151, 4.040], [-2.406, 0.548, 4.210], [-0.346, 1.613, 3.578], [2.440, 0.647, 4.307], [1.880, 2.285, 3.981], [2.097, 1.148, 2.651], [0.739, -0.337, 5.677], [-0.969, 0.054, 5.505], [0.185, 1.309, 5.939], [0.384, -2.793, 2.262], [-0.588, -2.227, 5.106], [-0.178, -3.808, 4.437], [-1.544, -2.906, 3.783], [1.937, -1.728, 4.663], [2.514, -1.604, 2.993], [2.248, -3.186, 3.730], [3.393, 0.327, -0.963], [2.359, 0.097, -0.541], [0.939, 4.518, 0.860], [1.810, 4.350, -0.392], [3.208, 3.962, 0.111], [1.278, 3.177, -1.252], [1.856, 5.601, -1.266], [2.911, 5.790, -2.157], [2.933, 6.869, -3.028], [1.888, 7.779, -3.042], [0.834, 7.612, -2.158], [0.825, 6.539, -1.278], [0.824, 3.546, 1.350], [-0.057, 4.895, 0.647], [1.416, 5.206, 1.559], [3.123, 3.132, 0.819], [3.671, 4.802, 0.631], [3.875, 3.638, -0.687], [1.085, 2.350, -0.563], [3.734, 5.088, -2.185], [3.771, 6.998, -3.701], [1.896, 8.609, -3.736], [0.014, 8.318, -2.150], [-0.004, 6.465, -0.587]],
  "multiplicity": 5,
  "e_homo_ev": [-8.7431, -10.7887],
  "mol_weight_g_mol": 958.3,
  "gap_ev": [6.69, 6.49],
  "total_charge": 1,
  "de_lowest_kcal_mol": 0.0,
  "lumo_energy_ev": [-2.050, -4.301]
}

# 3
{
  "formula": "C3H23N2O7",
  "method": "ωB97M-V/def2-TZVPD",
  "species": ["C", "C", "N", "C", "N", "H", "H", "H", "H", "H", "H", "H", "H", "H", "H", "H", "O", "H", "H", "O", "H", "H", "O", "H", "H", "O", "H", "H", "O", "H", "H", "O", "H", "H", "O"],
  "xyz": [[-2.948, -0.523, -1.006], [-2.156, -0.247, 0.191], [-0.886, -0.964, 0.042], [-1.013, -2.270, -0.083], [0.161, -2.991, -0.274], [-3.105, -1.600, -1.389], [-3.957, -0.158, -0.622], [-2.905, 0.123, -1.891], [-2.178, 0.826, 0.543], [-2.547, -0.816, 1.125], [-0.050, -0.452, -0.215], [-1.982, -2.803, -0.057], [0.903, -2.594, -0.798], [0.156, -3.965, -0.448], [3.355, 1.757, -0.856], [4.144, 0.997, -1.696], [3.122, 1.328, -1.567], [1.730, 0.300, -2.064], [1.091, -0.270, -3.282], [1.231, -0.428, -2.278], [0.442, -0.339, 2.023], [0.994, 0.773, 3.131], [0.349, -0.004, 2.926], [-1.393, 0.560, 2.816], [-2.126, 1.318, 3.791], [-1.843, 1.353, 2.888], [2.131, -0.516, -0.023], [2.567, -0.593, 1.404], [1.871, -0.800, 0.779], [1.576, 2.725, 2.461], [2.998, 3.062, 2.406], [2.355, 2.522, 2.009], [-0.197, 1.366, -4.003], [-1.234, 2.060, -2.899], [-0.654, 1.263, -3.082]],
  "e_homo_ev": -13.4411,
  "mol_weight_g_mol": 199.2,
  "gap_ev": 10.37,
  "total_charge": 1,
  "de_lowest_kcal_mol": 51.0,
  "lumo_energy_ev": -3.073
}

# 4
{
  "formula": "C19H19AlBr2CsF10NNaO11SV",
  "method": "ωB97M-V/def2-TZVPD",
  "species": ["C", "C", "N", "C", "C", "C", "C", "O", "C", "S", "O", "O", "C", "F", "F", "C", "F", "F", "F", "C", "C", "O", "H", "H", "H", "H", "H", "H", "H", "H", "Na", "Br", "Cs", "Br", "C", "C", "O", "C", "O", "C", "F", "F", "F", "H", "H", "H", "H", "H", "O", "V", "O", "F", "Al", "C", "C", "C", "O", "C", "O", "O", "H", "H", "H", "H", "H", "H", "F"],
  "xyz": [[3.705, 0.538, -0.967], [2.441, 0.781, -1.858], [1.587, -0.187, -1.933], [2.167, 2.157, -2.608], [0.831, 2.758, -2.038], [-0.311, 2.948, -2.813], [-1.602, 3.543, -2.080], [-2.403, 4.290, -2.626], [-1.779, 3.002, -0.589], [-3.456, 2.583, 0.064], [-4.441, 3.562, -0.342], [-3.348, 2.526, 1.521], [-3.818, 0.857, -0.546], [-3.232, -0.048, 0.177], [-3.209, 0.775, -1.880], [-5.399, 0.504, -0.724], [-5.995, 0.232, 0.455], [-5.474, -0.761, -1.474], [-6.094, 1.400, -1.445], [-0.662, 2.833, 0.169], [0.720, 3.186, -0.517], [1.644, 3.695, 0.054], [3.861, 1.378, -0.224], [4.592, 0.410, -1.656], [3.636, -0.402, -0.363], [0.784, 0.091, -2.515], [3.046, 2.887, -2.520], [1.961, 1.872, -3.689], [-0.391, 2.667, -3.910], [-0.717, 2.461, 1.228], [-0.243, 1.597, -5.437], [-0.361, 5.493, -1.728], [-4.037, -1.288, -3.267], [2.071, -2.234, -1.373], [-4.255, -0.595, 3.539], [-3.594, 0.075, 4.695], [-2.821, -0.851, 5.448], [-1.603, -1.133, 4.960], [-1.148, -0.666, 3.954], [-0.870, -2.103, 5.888], [-1.650, -3.122, 6.279], [-0.445, -1.485, 7.005], [0.212, -2.644, 5.307], [-4.846, -1.452, 3.872], [-4.908, 0.098, 3.009], [-3.492, -0.989, 2.821], [-4.384, 0.479, 5.388], [-2.978, 0.925, 4.377], [-5.255, -0.954, -7.775], [-6.282, -1.798, -8.871], [-7.294, -2.631, -9.953], [-5.884, -0.322, 5.816], [4.199, 3.489, -4.078], [7.834, -2.675, -0.645], [6.774, -2.530, 0.423], [6.496, -3.795, 1.178], [5.133, -3.610, 1.576], [4.564, -2.809, 0.659], [3.372, -2.617, 0.571], [5.488, -2.245, -0.156], [8.780, -3.011, -0.218], [7.519, -3.383, -1.416], [7.999, -1.719, -1.147], [7.030, -1.708, 1.098], [7.143, -3.915, 2.046], [6.557, -4.695, 0.560], [-3.305, -1.788, 1.181]],
  "e_homo_ev": -10.4594,
  "mol_weight_g_mol": 1053.0,
  "gap_ev": 1.12,
  "total_charge": 2,
  "de_lowest_kcal_mol": 129.5,
  "lumo_energy_ev": -9.344
}

# 5
{
  "formula": "C10H20ClO8V",
  "method": "ωB97M-V/def2-TZVPD",
  "species": ["O", "V", "Cl", "C", "C", "C", "O", "C", "H", "H", "H", "H", "H", "H", "H", "H", "C", "O", "C", "O", "O", "C", "H", "H", "H", "H", "H", "H", "C", "O", "C", "O", "O", "C", "H", "H", "H", "H", "H", "H"],
  "xyz": [[0.409, 1.328, 4.445], [1.481, 2.126, 3.674], [1.479, 1.014, 1.576], [0.778, -3.862, -0.387], [1.851, -2.826, -0.703], [1.075, -1.650, -1.336], [-0.056, -2.275, -1.900], [-0.508, -3.277, -1.019], [0.681, -4.042, 0.688], [0.977, -4.867, -0.759], [2.644, -3.226, -1.329], [2.355, -2.439, 0.190], [1.680, -1.261, -2.158], [0.872, -0.803, -0.670], [-1.074, -4.021, -1.576], [-1.177, -2.956, -0.212], [1.013, 1.888, -1.873], [0.378, 3.105, -2.213], [1.021, 4.009, -2.954], [0.517, 5.028, -3.313], [2.288, 3.660, -3.184], [3.043, 4.644, -3.900], [0.373, 1.352, -1.173], [1.953, 2.021, -1.336], [1.130, 1.269, -2.759], [2.622, 4.765, -4.896], [4.077, 4.324, -3.928], [2.958, 5.604, -3.393], [-0.932, -1.525, 2.092], [-2.187, -1.805, 2.722], [-2.842, -0.736, 3.149], [-2.348, 0.325, 3.436], [-4.112, -1.048, 3.296], [-4.963, -0.048, 3.894], [-1.149, -0.991, 1.168], [-0.409, -2.448, 1.877], [-0.345, -0.921, 2.781], [-5.143, 0.704, 3.125], [-4.515, 0.424, 4.761], [-5.895, -0.563, 4.095]],
  "multiplicity": 2,
  "e_homo_ev": [-12.0409, -12.0418],
  "mol_weight_g_mol": 354.7,
  "gap_ev": [3.41, 4.18],
  "total_charge": 1,
  "lumo_energy_ev": [-8.630, -7.859]
}

# 6
{
  "formula": "C9H14",
  "method": "ωB97M-V/def2-TZVPD",
  "species": ["C", "C", "C", "C", "C", "C", "C", "H", "H", "H", "H", "H", "H", "H", "H", "C", "C", "H", "H", "H", "H", "H", "H"],
  "xyz": [[0.044, -1.204, -0.425], [-0.831, 2.488, -0.696], [-0.768, 1.183, -0.154], [0.270, 2.964, -1.402], [0.227, 0.289, -0.556], [1.207, 2.089, -1.887], [1.148, 0.698, -1.532], [-1.652, 3.101, -0.332], [-1.467, 0.821, 0.593], [0.361, 4.022, -1.658], [2.060, 2.381, -2.512], [-0.272, -1.856, -1.249], [-0.844, -1.459, 0.177], [1.702, -0.098, -2.036], [0.929, -1.689, -0.001], [-0.469, -2.375, 2.760], [-0.483, -3.865, 2.390], [0.015, -2.038, 3.659], [-0.016, -1.913, 1.866], [-1.530, -2.077, 2.792], [0.281, -4.402, 2.977], [-0.114, -4.040, 1.382], [-1.450, -4.316, 2.586]],
  "multiplicity": 2,
  "e_homo_ev": [0.9882, -3.6495],
  "mol_weight_g_mol": 122.2,
  "gap_ev": [2.51, 7.10],
  "total_charge": -1,
  "de_lowest_kcal_mol": 23.2,
  "lumo_energy_ev": [3.498, 3.453]
}